Here is 2 unconnected molecules or ions with the total composition C5H17N3 in a non-equilibrium geometry from OMol25. Energies are from ωB97M-V with the def2-TZVPD basis set.

Last column: natural (NBO) charge in e.
Element x y z (Å)
C (-1.10437, 1.89550, -1.23265)  -0.627
C (-1.46443, 0.51202, -1.76031)  -0.485
C (0.06177, -0.27238, -2.35088)  -0.163
N (1.12525, -0.29617, -1.45697)  -0.928
H (-0.56530, 2.46829, -1.99002)  0.206
H (-1.98477, 2.47591, -0.94557)  0.207
H (-0.44749, 1.82893, -0.36290)  0.189
H (-2.20552, 0.02437, -1.11782)  0.171
H (-2.01771, 0.60199, -2.69810)  0.201
H (-0.26526, -1.28303, -2.60366)  0.171
H (0.24995, 0.31956, -3.24842)  0.180
H (1.50683, 0.63798, -1.33861)  0.337
H (0.64726, -0.73580, -0.40838)  0.401
N (2.27362, -0.55701, 2.03470)  -0.828
C (0.98932, -0.80965, 2.66235)  -0.225
C (-0.24258, -0.35470, 1.86857)  -0.232
N (-0.33276, -1.08156, 0.59979)  -0.840
H (2.33658, -1.01911, 1.13354)  0.367
H (2.40804, 0.43580, 1.87680)  0.352
H (0.91352, -1.88582, 2.85147)  0.183
H (0.97907, -0.31058, 3.63566)  0.197
H (-1.14637, -0.49916, 2.47565)  0.181
H (-0.16339, 0.71024, 1.63378)  0.191
H (-0.42629, -2.08038, 0.75826)  0.379
H (-1.12498, -0.72524, -0.01628)  0.415

Summary:
SMILES: CCCN.NCCN
charge: 0
E: -9929.198 eV
LUMO energy: 0.90 eV
orbital gap: 8.6 eV